Density functional theory data (the ωB97M-V functional and the def2-TZVPD basis) for C14H12AgBBr5F4N3O3S as an isolated structure in a non-equilibrium geometry.

Geometry as XYZ:
```
44
Properties=species:S:1:pos:R:3:lowdin_charge:R:1
Ag 0.307 0.978 -0.984 0.790
O 3.807 1.791 4.181 0.058
C 3.051 1.806 3.055 -0.333
C 3.486 1.268 1.849 0.004
C 2.663 1.355 0.747 -0.118
N 1.445 1.888 0.786 -0.041
C 1.038 2.367 1.946 -0.804
Br -0.714 3.070 2.002 0.736
C 1.790 2.391 3.100 -0.094
H 4.609 1.283 4.006 0.107
H 4.449 0.787 1.762 0.120
H 2.984 0.979 -0.205 0.083
H 1.413 2.814 4.016 0.106
Br -4.161 -1.614 -5.885 0.605
C -3.153 -0.435 -4.793 -0.795
C -3.004 0.889 -5.141 -0.790
Br -3.730 1.537 -6.772 0.609
C -2.317 1.742 -4.283 -0.654
Br -2.129 3.585 -4.711 0.673
C -1.746 1.331 -3.079 -0.481
O -1.155 2.157 -2.307 -0.206
C -1.861 -0.084 -2.733 -0.447
O -1.323 -0.546 -1.655 -0.222
C -2.576 -0.892 -3.606 -0.630
Br -2.745 -2.734 -3.129 0.697
C -2.270 -2.387 0.575 -0.097
N -1.087 -1.732 1.072 -0.040
C -0.691 -1.695 2.344 -0.854
S 0.641 -0.806 2.799 0.675
N -1.374 -2.452 3.241 -0.067
C -1.152 -2.380 4.658 -0.144
H -2.232 -2.297 -0.507 0.000
H -3.184 -1.903 0.943 0.092
H -2.287 -3.448 0.843 0.080
H -0.634 -1.116 0.401 0.080
H -2.212 -2.913 2.924 0.108
H -0.201 -1.867 4.803 0.006
H -1.089 -3.381 5.093 0.072
H -1.945 -1.819 5.164 0.078
F 2.470 0.464 -2.319 0.057
B 3.865 0.496 -2.519 -1.350
F 4.313 1.798 -2.359 0.108
F 4.468 -0.304 -1.553 0.095
F 4.176 0.027 -3.771 0.126
```

* frontier orbital gap: 5.0 eV
* largest force on an atom: 1.0 eV Å⁻¹
* net charge: -2
* E_LUMO: 3.85 eV